{"formula": "C5H6OS2", "method": "ωB97M-V with the def2-TZVPD basis set", "de_lowest_kj_mol": 108.2, "lumo_ev": -0.4, "smiles": "CSC(=S)/C=C\\C=O", "molar_mass_g_mol": 146.2, "e_tot_ev": -28998.8341, "orbital_gap_ev": 8.33, "symbols": ["C", "S", "C", "S", "C", "C", "C", "O", "H", "H", "H", "H", "H", "H"], "xyz": [[2.198, 1.090, 1.104], [0.725, 1.415, 0.133], [0.357, -0.145, -0.525], [1.230, -1.507, -0.374], [-0.860, -0.112, -1.377], [-2.132, -0.177, -0.953], [-2.516, -0.306, 0.470], [-1.728, -0.410, 1.387], [2.480, 2.056, 1.545], [2.999, 0.747, 0.464], [2.018, 0.364, 1.896], [-0.678, -0.069, -2.462], [-2.945, -0.182, -1.692], [-3.615, -0.271, 0.682]], "forces_ev_per_angstrom": [[0.051, 0.412, 0.218], [-0.037, -0.212, 0.063], [0.067, 0.186, 0.019], [-0.072, 0.056, -0.015], [-0.537, -0.101, -0.361], [0.216, -0.108, -0.390], [-0.029, 0.222, 0.579], [-0.367, -0.036, -0.494], [-0.116, -0.250, -0.108], [0.147, -0.141, -0.128], [-0.125, 0.023, -0.129], [0.025, 0.004, 0.542], [0.378, 0.039, 0.353], [0.399, -0.093, -0.150]]}

=====

{"formula": "C5H6PS", "method": "ωB97M-V with the def2-TZVPD basis set", "de_lowest_kj_mol": 0.0, "total_charge": -1, "lumo_ev": [3.6, 2.5], "spin_multiplicity": 3, "molar_mass_g_mol": 129.1, "s_squared": 2.049, "e_tot_ev": -25403.2525, "orbital_gap_ev": [5.36, 5.84], "symbols": ["C", "C", "C", "C", "C", "P", "S", "H", "H", "H", "H", "H", "H"], "xyz": [[-0.437, -0.838, -0.102], [-1.468, -0.038, 0.224], [1.775, -1.550, 0.191], [0.983, -0.478, -0.048], [1.348, 0.976, -0.249], [-3.135, -0.683, -0.185], [-4.267, 0.973, 0.006], [-0.804, -1.844, -0.473], [-1.220, 0.880, 0.723], [2.818, -1.535, 0.640], [1.114, 1.577, -1.257], [2.486, 0.995, 0.035], [0.806, 1.566, 0.493]], "forces_ev_per_angstrom": [[-0.961, -0.798, -0.839], [-0.392, -1.062, -0.351], [1.724, 2.344, 0.633], [-0.997, -2.170, -0.368], [2.185, 0.922, -0.201], [0.564, 1.054, 0.544], [-0.353, -0.048, 0.000], [1.170, 0.949, 0.307], [-0.541, 0.735, -0.070], [-1.186, -0.416, -0.852], [0.595, -2.071, 1.871], [-1.955, 0.624, -0.805], [0.148, -0.060, 0.131]]}

=====

{"formula": "C5H6S", "method": "ωB97M-V with the def2-TZVPD basis set", "de_lowest_kj_mol": 244.8, "lumo_ev": 0.8, "smiles": "CCc1cc1=S", "molar_mass_g_mol": 98.2, "e_tot_ev": -16114.0011, "orbital_gap_ev": 8.71, "symbols": ["C", "C", "C", "C", "C", "S", "H", "H", "H", "H", "H", "H"], "xyz": [[0.329, 0.067, -0.733], [-0.726, 0.930, -0.047], [-0.667, 0.411, 1.583], [-0.200, -0.588, 2.373], [-0.699, 0.640, 2.992], [-1.179, 1.504, 4.216], [0.613, -0.816, -0.129], [1.245, 0.701, -0.978], [-0.160, -0.307, -1.625], [-1.764, 0.830, -0.318], [-0.441, 1.992, -0.193], [0.340, -1.448, 2.463]], "forces_ev_per_angstrom": [[0.263, 0.304, -0.443], [1.171, -0.535, 3.697], [0.690, 0.813, -1.894], [-1.702, 4.375, -0.527], [-0.044, -2.152, -2.373], [-0.228, 1.047, 1.566], [-0.029, 0.569, -0.348], [-1.184, -1.111, 0.227], [0.530, -0.165, -0.568], [-0.166, -0.391, -0.374], [-0.408, -0.526, 0.836], [1.108, -2.229, 0.200]]}

=====

{"formula": "C5H6S", "method": "ωB97M-V with the def2-TZVPD basis set", "de_lowest_kj_mol": 412.2, "lumo_ev": 0.5, "smiles": "C#C[C@H]1C[C@H]1S", "molar_mass_g_mol": 98.2, "e_tot_ev": -16112.2667, "orbital_gap_ev": 9.14, "symbols": ["C", "C", "C", "C", "C", "S", "H", "H", "H", "H", "H", "H"], "xyz": [[2.479, -1.334, -0.139], [1.481, -0.497, -0.154], [0.440, 0.327, 0.409], [-0.318, 1.159, -0.536], [-1.048, 0.111, 0.317], [-1.667, -1.308, -0.143], [3.013, -2.256, 0.056], [0.729, 0.853, 1.314], [-0.239, 2.263, -0.537], [-0.024, 0.996, -1.503], [-1.656, 0.723, 1.074], [-3.189, -1.036, -0.159]], "forces_ev_per_angstrom": [[-6.205, 4.461, 0.124], [5.929, -6.173, 1.353], [0.905, 1.065, 0.701], [-0.197, 1.626, 0.139], [0.364, 6.644, 1.673], [-4.732, -4.352, -1.670], [0.079, 0.654, -0.555], [0.213, -0.353, 0.036], [-0.996, -0.520, 1.297], [0.127, -1.455, -2.526], [1.266, -1.352, -0.554], [3.246, -0.244, -0.018]]}